DFT (wB97M-V/def2-TZVPD) results for an isolated ion of composition C2H6N and charge +1 at a distorted geometry.

Last column: Löwdin charge in e.
Cartesian coordinates (Å):
N: -0.776 0.215 -0.019  0.114
C: 0.616 0.549 -0.045  -0.073
C: 0.204 -0.825 -0.020  -0.054
H: 0.231 -1.424 0.994  0.196
H: 1.068 1.071 0.898  0.179
H: -1.231 0.324 0.831  0.155
H: 0.345 -1.396 -0.828  0.096
H: -1.495 0.271 -0.771  0.222
H: 1.160 1.168 -0.817  0.165

Atoms 1-2, force components in eV/Å:
N -2.7 0.4 -2.3
C 4.2 3.9 1.6

Strongest force on any atom: 0.1167 hartree/bohr
Total charge: +1
HOMO: -18.24 eV
Energy relative to the best compared isomer or geometry (same formula, charge and spin): 123.1 kJ/mol
HOMO-LUMO gap: 14.5 eV
SMILES string: C1C[NH2+]1


DFT (wB97M-V/def2-TZVPD) results for an isolated molecule of C13H20N2 at a distorted geometry.

Last column: Löwdin charge in e.
Cartesian coordinates (Å):
N: 4.811 0.006 -0.756  0.143
N: 1.597 -0.234 -0.313  -0.067
C: 0.833 2.066 -1.026  -0.006
C: -0.546 -1.359 -0.299  -0.384
C: -1.870 -0.965 1.980  0.025
C: -0.347 -0.235 -1.410  -0.145
C: 3.925 0.056 -0.025  -0.184
C: 0.521 0.698 -0.466  -0.417
C: -0.392 1.969 1.631  -0.005
C: -1.780 0.327 -1.728  -0.001
C: 2.638 0.267 0.610  -0.156
C: -0.314 0.665 0.825  -0.191
C: 0.958 -1.543 -0.027  -0.075
C: -1.330 -2.472 -0.822  -0.017
C: -0.969 -0.468 0.834  -0.197
H: 1.359 2.042 -1.926  0.073
H: 2.470 1.198 0.924  0.061
H: -2.394 -0.278 -2.281  0.051
H: 0.637 2.492 1.502  0.096
H: 0.187 -0.403 -2.261  0.122
H: -2.281 -2.082 -1.143  0.080
H: 2.583 -0.171 1.662  0.150
H: -0.517 1.860 2.646  0.031
H: -1.298 2.474 1.129  0.123
H: -2.835 -1.228 1.540  0.096
H: -0.054 2.648 -1.294  0.093
H: -1.973 -0.150 2.562  0.031
H: -0.880 -2.904 -1.658  0.079
H: -2.136 0.791 -0.801  0.101
H: 1.146 -1.739 1.033  0.119
H: 1.442 -2.379 -0.499  0.122
H: -1.522 1.117 -2.285  0.026
H: -1.431 -1.703 2.532  0.054
H: -1.513 -3.178 -0.017  0.096
H: 1.271 2.817 -0.371  0.072

Atoms 1-2, force components in eV/Å:
N 0.1 -0.2 0.5
N 1.5 0.1 0.5

Strongest force on any atom: 0.1042 hartree/bohr
HOMO: -8.63 eV
Energy relative to the best compared isomer or geometry (same formula, charge and spin): 380.1 kJ/mol
HOMO-LUMO gap: 9.3 eV
SMILES string: CC1=C(C)[C@]2(C)[C@H](C)[C@@]1(C)CN2CC#N